(1)
{"formula": "C8H20Cl2N4O2SSiTc", "method": "the ωB97M-V functional and the def2-TZVPD basis", "species": ["Tc", "Cl", "C", "Cl", "H", "H", "C", "C", "N", "N", "C", "S", "N", "N", "H", "H", "H", "H", "H", "H", "C", "O", "H", "H", "H", "C", "Si", "C", "C", "O", "H", "H", "H", "H", "H", "H", "H", "H", "H"], "positions_angstrom": [[0.18947, 1.00633, 0.38266], [2.22318, 2.37971, 0.75522], [2.81019, 3.00169, -0.87573], [1.89390, 2.30783, -2.17811], [3.84907, 2.69575, -0.91745], [2.69444, 4.07826, -0.83170], [-4.65306, -0.94965, -0.09200], [-4.04764, 0.36661, -0.39087], [-4.65601, 1.41795, -0.82565], [-3.69230, 2.38116, -0.94657], [-2.49250, 1.95920, -0.59494], [-0.98473, 2.79116, -0.56471], [-2.69147, 0.66794, -0.24082], [-1.63694, -0.15166, 0.21134], [-5.71884, -0.88918, -0.29733], [-4.51636, -1.21821, 0.95683], [-4.22366, -1.73414, -0.71752], [-3.94849, 3.30336, -1.27404], [-1.84757, -0.47012, 1.16096], [-1.54120, -0.95732, -0.41022], [0.31762, 1.36680, 3.31952], [-0.36229, 0.94550, 2.12896], [1.38291, 1.52682, 3.14617], [0.20106, 0.58473, 4.06707], [-0.14174, 2.28540, 3.68137], [0.84560, -3.08887, -0.93954], [2.08287, -1.76766, -0.57208], [3.16750, -1.34931, -1.99408], [2.95459, -1.99298, 1.03587], [1.10915, -0.33583, -0.33887], [1.36897, -4.02253, -1.16043], [0.24572, -2.84679, -1.82012], [0.18940, -3.28782, -0.08859], [3.72502, -2.23578, -2.30649], [3.89432, -0.57829, -1.73478], [2.58052, -1.00987, -2.84938], [3.44294, -2.97097, 1.04792], [2.25783, -1.96906, 1.87661], [3.72851, -1.24015, 1.19151]], "forces_ev_per_a": [[-0.230, -0.034, 0.536], [-0.068, -0.093, -0.021], [0.050, -0.005, 0.138], [0.197, 0.064, -0.133], [-0.008, -0.010, -0.042], [-0.042, -0.003, -0.041], [0.006, -0.013, -0.002], [0.185, -0.049, 0.021], [0.011, 0.194, -0.053], [-0.021, -0.117, 0.043], [-0.202, -0.216, -0.020], [0.112, -0.255, -0.009], [-0.082, 0.029, -0.016], [-0.171, 0.167, -0.174], [-0.001, -0.004, 0.002], [-0.002, 0.009, 0.005], [0.001, 0.006, -0.006], [-0.009, 0.004, 0.001], [0.018, 0.021, -0.008], [0.020, 0.031, 0.007], [0.104, 0.173, 0.190], [0.363, -0.126, -0.184], [-0.042, 0.001, -0.036], [-0.040, -0.027, -0.050], [-0.011, 0.012, -0.043], [-0.066, -0.050, -0.020], [0.045, 0.047, 0.051], [0.048, -0.009, -0.120], [0.025, -0.088, 0.038], [-0.234, 0.333, -0.076], [-0.027, -0.014, 0.005], [-0.011, -0.020, 0.008], [-0.012, -0.012, -0.014], [0.015, 0.016, -0.009], [0.001, 0.011, -0.023], [0.045, -0.003, -0.022], [0.020, 0.019, 0.033], [0.028, -0.011, 0.021], [-0.016, 0.018, 0.024]], "mulliken_spin": [0.85, 0.00, 0.00, 0.00, 0.00, 0.00, 0.00, 0.00, 0.00, 0.00, 0.00, -0.03, -0.01, -0.01, 0.00, 0.00, 0.00, 0.00, 0.00, 0.00, 0.01, -0.01, 0.00, 0.00, 0.00, 0.01, -0.01, 0.00, 0.00, 0.18, 0.00, 0.00, 0.00, 0.00, 0.00, 0.00, 0.00, 0.00, 0.00], "max_force_ev_per_a": 0.58, "spin_multiplicity": 2, "charge": 2, "e_homo_ev": [-16.1, -16.2], "relative_energy_ev": 0.0000, "s_squared": 0.755, "e_lumo_ev": [-7.7, -8.0], "total_energy_ha": -2374.68211, "orbital_gap_ev": [8.36, 8.25]}

(2)
{"formula": "C8H20CsO4", "method": "the ωB97M-V functional and the def2-TZVPD basis", "species": ["Cs", "C", "O", "C", "C", "O", "C", "H", "H", "H", "H", "H", "H", "H", "H", "H", "H", "C", "O", "C", "C", "O", "C", "H", "H", "H", "H", "H", "H", "H", "H", "H", "H"], "positions_angstrom": [[-1.86242, -0.37949, 1.19684], [-3.73164, 0.79886, -1.91633], [-2.57941, 1.20863, -1.20390], [-2.02437, 2.46609, -1.71151], [-0.57653, 2.71242, -1.31874], [-0.21083, 2.09801, -0.10315], [1.16201, 2.08582, 0.24884], [-4.58641, 1.46269, -1.78673], [-3.97752, -0.24727, -1.73395], [-3.60702, 0.76112, -2.99852], [-2.72873, 3.29619, -1.76537], [-1.91733, 2.31892, -2.78622], [-0.34388, 3.77515, -1.25104], [0.12327, 2.26261, -2.02304], [1.29920, 1.50954, 1.16381], [1.40576, 3.13585, 0.41051], [1.83487, 1.77554, -0.55059], [0.85968, -1.81283, -1.15898], [0.05118, -2.15427, -0.02752], [0.70143, -3.09422, 0.85182], [1.80288, -2.41499, 1.68482], [1.20162, -1.63123, 2.67612], [2.04958, -0.73552, 3.33862], [0.30096, -1.11558, -1.78330], [0.99093, -2.63073, -1.86744], [1.86145, -1.41976, -0.98562], [1.07505, -3.85573, 0.16727], [-0.09404, -3.56598, 1.42868], [2.49824, -1.83869, 1.07454], [2.30454, -3.24115, 2.18870], [2.57597, -0.15517, 2.58085], [2.64109, -1.35636, 4.01150], [1.50042, -0.01863, 3.94902]], "forces_ev_per_a": [[-0.118, -0.400, 0.536], [-0.928, -0.373, -1.373], [1.281, 2.037, -0.150], [-0.223, -2.016, -0.886], [-0.710, -0.691, 1.038], [-0.415, -0.276, -0.237], [0.249, 0.476, 0.380], [-0.019, -0.044, 0.584], [0.049, 0.189, 0.874], [0.679, 0.391, -0.213], [-0.095, 0.259, 1.111], [0.130, -0.209, -0.579], [0.136, 0.435, -0.103], [0.161, 0.106, -0.632], [-0.177, 0.021, -0.212], [0.250, 0.337, 0.315], [-0.245, -0.308, -0.292], [-0.619, -0.214, -0.855], [0.547, 0.692, -0.386], [0.283, 0.583, -0.915], [-0.800, -1.497, 0.316], [-2.033, 0.718, -0.530], [0.143, -0.333, 0.209], [-0.145, 0.433, 0.329], [0.017, -0.602, 0.367], [-0.075, 0.114, 0.610], [0.532, -0.279, 0.421], [0.210, 0.224, 0.374], [0.105, -0.029, -0.094], [0.643, -0.040, -0.135], [0.785, -0.039, 0.212], [0.803, 0.601, -0.050], [-0.401, -0.267, -0.030]], "mulliken_spin": [0.00, 0.00, 0.11, 0.02, 0.02, 0.56, 0.02, 0.01, 0.00, 0.00, 0.03, 0.04, 0.05, 0.06, 0.00, 0.05, 0.02, 0.00, 0.00, 0.00, 0.00, 0.00, 0.00, 0.00, 0.00, 0.00, 0.00, 0.00, 0.00, 0.00, 0.00, 0.00, 0.00], "max_force_ev_per_a": 2.41, "spin_multiplicity": 2, "charge": 2, "e_homo_ev": [-15.6, -15.6], "s_squared": 0.755, "e_lumo_ev": [-6.0, -12.6], "total_energy_ha": -637.15966, "orbital_gap_ev": [9.56, 3.03]}

(3)
{"formula": "C8H20F36K3O4P6", "method": "the ωB97M-V functional and the def2-TZVPD basis", "species": ["K", "K", "K", "P", "F", "F", "F", "F", "F", "F", "P", "F", "F", "F", "F", "F", "F", "P", "F", "F", "F", "F", "F", "F", "P", "F", "F", "F", "F", "F", "F", "P", "F", "F", "F", "F", "F", "F", "P", "F", "F", "F", "F", "F", "F", "C", "O", "C", "C", "O", "C", "H", "H", "H", "H", "H", "H", "H", "H", "H", "H", "C", "O", "C", "C", "O", "C", "H", "H", "H", "H", "H", "H", "H", "H", "H", "H"], "positions_angstrom": [[4.79161, -1.27695, -6.15215], [-5.12385, 0.47745, -6.72975], [3.01441, -1.50174, 2.99969], [9.83271, -2.91591, -1.61230], [10.24570, -2.47742, -0.08325], [9.26577, -1.46794, -1.89703], [11.28298, -2.38183, -2.11066], [9.55107, -3.25770, -3.14066], [10.47912, -4.39548, -1.38414], [8.30286, -3.45271, -1.22938], [0.02720, 0.31537, -11.32911], [0.10135, -1.12174, -10.56619], [1.48165, 0.83166, -10.92259], [0.44943, -0.36370, -12.75516], [-0.25540, 1.75603, -12.15887], [-1.54623, -0.05868, -11.57730], [-0.49029, 1.10050, -9.99460], [3.97328, -7.56752, -7.74794], [5.48340, -7.35632, -7.29756], [3.41308, -6.43288, -6.73316], [4.18162, -6.43012, -8.93074], [2.40401, -7.95514, -8.21563], [4.51788, -8.82930, -8.75170], [3.73137, -8.59999, -6.52636], [-1.82819, -2.87403, 7.11256], [-2.02874, -2.97262, 5.47064], [-0.67686, -1.85981, 6.95045], [-2.98929, -1.70914, 7.34799], [-1.59721, -2.85257, 8.69577], [-2.97526, -3.97500, 7.45212], [-0.79548, -4.08837, 7.06285], [-0.47431, -0.65993, -2.19552], [-0.01252, 0.60326, -3.10643], [1.04700, -1.24697, -2.02561], [-0.38871, 0.12590, -0.79829], [-1.05614, -1.96383, -1.36052], [-1.97378, 0.03300, -2.37229], [-0.65999, -1.55613, -3.53055], [-7.17010, -8.09947, 1.23783], [-6.68798, -7.91406, 2.79790], [-6.34827, -9.52970, 1.28483], [-8.45872, -8.88403, 1.66777], [-7.46494, -8.20319, -0.39072], [-8.02083, -6.68415, 1.38368], [-5.85615, -7.31922, 0.73918], [-11.82423, 6.84365, 3.02221], [-10.47738, 6.77101, 2.73209], [-9.79200, 5.56044, 3.04417], [-8.29382, 5.88339, 2.88560], [-7.47846, 4.67953, 3.14078], [-6.12776, 4.99596, 2.88116], [-12.36594, 6.68431, 2.08986], [-12.05378, 7.84412, 3.38890], [-12.22558, 6.05848, 3.66293], [-10.23015, 4.81083, 2.38523], [-10.06809, 5.17405, 4.02529], [-8.12695, 6.67011, 3.62136], [-8.20420, 6.25339, 1.86425], [-5.68171, 4.01446, 3.04177], [-5.66237, 5.74356, 3.52351], [-5.86044, 5.19441, 1.84325], [5.80218, 3.91563, 1.73849], [6.27926, 3.89361, 3.11756], [7.65150, 3.85305, 3.33038], [8.18427, 3.61207, 4.74992], [7.76045, 4.51451, 5.74026], [6.52732, 4.07323, 6.37597], [6.09294, 3.00140, 1.22104], [6.38823, 4.66470, 1.20599], [4.74241, 4.12929, 1.59941], [8.04333, 4.80393, 2.96926], [8.12907, 3.07272, 2.73784], [9.24822, 3.82766, 4.65189], [8.15133, 2.58114, 5.10235], [6.25523, 4.83388, 7.10774], [6.73472, 3.20729, 7.00464], [5.78418, 3.82631, 5.61777]], "forces_ev_per_a": [[-0.168, -0.351, 0.048], [0.397, -0.178, 0.088], [-0.336, -0.154, -0.111], [1.005, -0.793, -0.127], [-0.924, -0.536, -0.415], [-1.018, 1.482, 0.498], [0.806, 0.104, 0.345], [-0.683, -0.910, -1.074], [-0.660, 0.421, 0.338], [1.395, 0.400, 0.445], [-2.654, 1.163, -0.699], [1.195, 0.830, -0.026], [0.693, -0.992, -0.628], [0.337, 0.332, 1.168], [0.540, -0.895, 0.258], [-0.177, -0.019, -0.692], [-0.060, -0.299, 0.738], [-1.466, -1.826, -0.610], [0.504, 0.436, 0.271], [0.204, 0.670, -0.590], [-0.549, -1.072, 0.579], [1.469, 1.067, -0.324], [-0.666, 1.495, 0.719], [0.583, -0.647, -0.084], [-3.040, -2.179, 1.154], [-0.320, 0.453, 1.427], [1.542, 2.209, -0.887], [0.974, -0.159, -1.241], [0.579, 0.731, 1.721], [-0.670, -0.081, -1.282], [1.188, -0.823, -0.860], [-1.777, -1.250, 0.039], [1.360, -0.151, 0.429], [-0.314, 0.839, -0.077], [0.945, 0.468, 0.028], [0.135, 1.002, -0.373], [-0.222, -1.158, 0.080], [-0.002, 0.463, -0.210], [2.006, 0.956, 0.221], [-0.447, 0.171, -0.277], [-0.258, 0.358, -0.894], [-1.275, -0.572, -0.134], [-1.087, -0.681, 1.014], [0.429, -0.678, -0.601], [0.490, 0.379, 0.622], [-0.964, -0.229, -0.781], [1.593, 0.282, 0.632], [-0.706, -0.148, -0.323], [-1.148, -1.918, 0.447], [-1.281, 2.959, -0.731], [0.669, -1.971, 0.024], [-0.370, 0.211, -0.252], [-0.099, -0.119, 0.209], [0.371, 0.053, 0.588], [0.730, -0.412, -0.503], [0.297, 0.381, 0.509], [0.581, 0.070, -0.066], [0.577, 0.029, -0.017], [0.656, 0.218, 0.341], [-0.319, 0.116, 0.228], [-0.592, 0.478, -0.306], [2.170, 0.091, 0.443], [-2.455, -0.545, 0.031], [0.686, 0.145, -0.602], [0.265, 0.680, -0.178], [-1.305, -0.303, 0.516], [1.298, 0.205, 0.011], [-0.308, -0.431, 0.168], [-0.152, 0.477, -0.086], [0.132, -0.104, 0.771], [0.396, 0.258, 0.068], [0.073, -0.271, -0.334], [0.195, -0.100, -0.205], [-0.539, -0.235, -0.099], [-0.330, 0.277, -0.538], [0.076, -0.451, -0.201], [-0.203, 0.286, 0.223]], "mulliken_charge": [1.00, 1.00, 1.00, 1.14, -0.36, -0.34, -0.37, -0.35, -0.35, -0.37, 1.15, -0.34, -0.33, -0.34, -0.39, -0.37, -0.37, 1.15, -0.33, -0.35, -0.36, -0.37, -0.39, -0.35, 1.13, -0.36, -0.33, -0.37, -0.37, -0.36, -0.35, 1.15, -0.35, -0.37, -0.35, -0.35, -0.40, -0.34, 1.14, -0.36, -0.37, -0.32, -0.37, -0.37, -0.34, -0.72, -0.33, -0.46, -0.36, -0.31, -0.73, 0.26, 0.22, 0.33, 0.35, 0.33, 0.27, 0.27, 0.29, 0.29, 0.31, -0.74, -0.28, -0.37, -0.58, -0.36, -0.61, 0.31, 0.29, 0.25, 0.31, 0.34, 0.30, 0.38, 0.24, 0.28, 0.24], "max_force_ev_per_a": 3.91, "spin_multiplicity": 1, "charge": -3, "e_homo_ev": -5.7, "e_lumo_ev": 1.0, "total_energy_ha": -8062.21468, "orbital_gap_ev": 6.74}